{"formula": "C3HNOS2", "method": "the ωB97M-V functional and the def2-TZVPD basis", "relative_energy_kj_mol": 149.9, "lumo_ev": -2.9, "orbital_gap_ev": 7.094, "smiles": "N#CC(=S)C(=O)S", "elements": ["C", "C", "C", "H", "N", "O", "S", "S"], "positions_angstrom": [[-0.45427, 0.39484, -0.82412], [-0.23821, 0.10804, 0.58088], [-0.14387, 1.28050, 1.46138], [-0.18407, -0.71021, -2.92457], [-0.26763, 2.23551, 2.06219], [-0.89575, 1.38372, -1.27916], [0.40501, -1.06911, -1.75449], [0.48509, -1.22517, 1.21784]]}



{"formula": "C5H10N4", "method": "the ωB97M-V functional and the def2-TZVPD basis", "relative_energy_kj_mol": 639.8, "lumo_ev": [-0.1, -0.1], "orbital_gap_ev": [7.596, 7.595], "elements": ["C", "N", "C", "N", "N", "H", "H", "H", "H", "H", "H", "H", "C", "C", "C", "N", "H", "H", "H"], "positions_angstrom": [[0.82905, -0.27113, -1.36548], [-0.63608, -1.08730, 0.82037], [0.80016, 0.01378, 0.11467], [-0.84820, -2.43533, 0.40933], [1.69661, -0.40358, 0.95540], [-0.08516, -1.06311, 1.68716], [-1.51344, -2.86766, 1.04508], [-1.25243, -2.41976, -0.52428], [2.59120, 0.07544, 0.91082], [1.51569, 0.42218, -1.84714], [1.12070, -1.30711, -1.52929], [-0.14750, -0.10303, -1.82371], [0.08054, 1.46959, 0.46597], [-0.01974, 2.46926, -0.42545], [-1.65347, -0.10028, 0.71333], [-2.79549, 0.07773, 0.53673], [0.31552, 1.74426, 1.49285], [-0.18594, 2.28939, -1.47880], [0.18798, 3.49666, -0.15756]]}



{"formula": "C34H40AsReS4Si", "method": "the ωB97M-V functional and the def2-TZVPD basis", "s2": 3.769, "lumo_ev": [-8.7, -9.2], "spin_multiplicity": 4, "orbital_gap_ev": [6.672, 6.175], "charge": 3, "elements": ["Re", "C", "C", "S", "C", "C", "S", "C", "C", "S", "C", "C", "S", "H", "H", "H", "H", "H", "H", "H", "H", "H", "H", "H", "H", "H", "H", "H", "H", "C", "C", "C", "C", "C", "C", "As", "C", "C", "C", "C", "C", "C", "C", "C", "C", "C", "C", "C", "H", "H", "H", "H", "H", "H", "H", "H", "H", "H", "H", "H", "H", "C", "Si", "C", "C", "C", "C", "C", "C", "C", "H", "H", "H", "H", "H", "H", "H", "H", "H", "H", "H"], "positions_angstrom": [[-0.11526, 0.25892, 0.01164], [2.25145, 0.64301, 2.39820], [2.94526, 1.07613, 1.12258], [2.24358, 0.16111, -0.29989], [2.48957, 1.35848, -1.66143], [1.57853, 1.00297, -2.82221], [-0.17697, 0.70263, -2.36357], [-0.93130, 2.35677, -2.54067], [-0.63507, 3.32392, -1.40983], [-1.19257, 2.59975, 0.16836], [-0.01295, 3.28401, 1.37931], [-0.02792, 2.40134, 2.61409], [0.42256, 0.65137, 2.32360], [2.55283, 1.27075, 3.23706], [2.49880, -0.38909, 2.65044], [4.00925, 0.84575, 1.17644], [2.83162, 2.14173, 0.92874], [3.53314, 1.31637, -1.97489], [2.28118, 2.35251, -1.26786], [1.90436, 0.08621, -3.31384], [1.58619, 1.79819, -3.56762], [-2.00214, 2.16249, -2.60635], [-0.60133, 2.75815, -3.49931], [-1.20531, 4.23872, -1.57662], [0.41913, 3.58689, -1.33423], [-0.34107, 4.28679, 1.65732], [0.97176, 3.35616, 0.91984], [-1.03321, 2.35271, 3.03691], [0.63917, 2.78719, 3.38530], [-5.92023, 1.96802, -0.69057], [-5.76010, 1.59146, 0.63393], [-4.70164, 0.76943, 1.00778], [-3.80822, 0.33464, 0.04055], [-3.96684, 0.70685, -1.29262], [-5.02820, 1.51969, -1.65917], [-2.36238, -0.88083, 0.46456], [-3.05077, -2.49934, -0.32186], [-3.18150, -2.80402, -1.66803], [-3.89962, -3.93406, -2.03425], [-4.48114, -4.73264, -1.05499], [-4.35847, -4.41179, 0.28964], [-3.63614, -3.28696, 0.67173], [-3.44739, -2.80989, 2.06306], [-3.86905, -3.47188, 3.20963], [-3.63895, -2.91077, 4.45784], [-2.99001, -1.68724, 4.58050], [-2.55641, -1.01961, 3.44357], [-2.78559, -1.58470, 2.19816], [-6.74973, 2.60108, -0.97452], [-6.46983, 1.92231, 1.38014], [-4.59579, 0.45791, 2.03959], [-3.29074, 0.32485, -2.05299], [-5.17721, 1.78519, -2.69781], [-2.74431, -2.17094, -2.43255], [-4.01906, -4.18473, -3.07949], [-5.04722, -5.60779, -1.34348], [-4.85076, -5.02565, 1.03222], [-4.38222, -4.42161, 3.13686], [-3.97400, -3.42974, 5.34556], [-2.83643, -1.25250, 5.55863], [-2.07472, -0.05429, 3.53957], [0.37548, -3.29852, -1.74381], [1.35664, -3.64676, -0.24479], [0.51666, -3.67164, 1.37756], [3.10644, -3.91661, -0.40108], [3.86088, -4.42269, 0.67765], [5.20658, -4.69057, 0.51768], [5.81156, -4.46650, -0.71502], [5.08366, -3.96574, -1.79322], [3.73968, -3.69438, -1.64257], [0.45423, -4.12229, -2.45970], [0.72783, -2.39410, -2.24589], [-0.67547, -3.17289, -1.48286], [-0.30552, -4.39510, 1.36352], [0.07196, -2.69270, 1.58369], [1.18867, -3.93783, 2.19268], [3.39185, -4.62083, 1.63352], [5.78461, -5.08453, 1.34209], [6.86202, -4.69350, -0.84206], [5.56871, -3.81132, -2.74719], [3.17422, -3.31620, -2.48635]]}



{"formula": "C7H10", "method": "the ωB97M-V functional and the def2-TZVPD basis", "relative_energy_kj_mol": 462.3, "lumo_ev": -0.6, "orbital_gap_ev": 7.251, "elements": ["C", "C", "C", "C", "C", "C", "C", "H", "H", "H", "H", "H", "H", "H", "H", "H", "H"], "positions_angstrom": [[-1.58068, -1.72297, 0.51496], [-1.31623, -0.55174, -0.43146], [0.03341, 0.06588, -0.35597], [0.74535, 0.95066, -1.34666], [1.57738, 1.47229, -0.13548], [0.91702, 0.33558, 0.67124], [0.98678, -0.26112, 1.94873], [-1.12661, -2.64119, 0.13091], [-2.65772, -1.89088, 0.60801], [-1.15160, -1.52351, 1.50040], [-1.55902, -0.80044, -1.47144], [-1.99154, 0.28193, -0.17493], [1.36354, 0.35529, -2.03247], [0.14410, 1.65846, -1.93032], [1.22338, 2.46001, 0.18480], [2.66617, 1.50272, -0.23223], [1.72628, 0.30903, 2.55191]]}



{"formula": "C25H52Cl36NO2S", "method": "the ωB97M-V functional and the def2-TZVPD basis", "lumo_ev": -2.9, "orbital_gap_ev": 8.739, "charge": 1, "elements": ["C", "C", "S", "C", "C", "C", "O", "C", "C", "O", "N", "H", "H", "H", "H", "H", "H", "H", "H", "H", "H", "H", "H", "H", "H", "H", "H", "C", "Cl", "Cl", "H", "H", "C", "Cl", "Cl", "H", "H", "C", "Cl", "Cl", "H", "H", "C", "Cl", "Cl", "H", "H", "C", "Cl", "Cl", "H", "H", "C", "Cl", "Cl", "H", "H", "C", "Cl", "Cl", "H", "H", "C", "Cl", "Cl", "H", "H", "C", "Cl", "Cl", "H", "H", "C", "Cl", "Cl", "H", "H", "C", "Cl", "Cl", "H", "H", "C", "Cl", "Cl", "H", "H", "C", "Cl", "Cl", "H", "H", "C", "Cl", "Cl", "H", "H", "C", "Cl", "Cl", "H", "H", "C", "Cl", "Cl", "H", "H", "C", "Cl", "Cl", "H", "H", "C", "Cl", "Cl", "H", "H"], "positions_angstrom": [[-5.96766, 5.18402, -0.20305], [-5.30981, 5.84889, -1.58597], [-5.05410, 4.36766, -2.76200], [-3.38162, 3.66209, -2.16828], [-2.80114, 2.48181, -3.14761], [-3.61590, 1.06063, -3.08173], [-3.66098, 0.48450, -1.72886], [-2.37782, 0.61048, -1.02084], [-1.09428, 0.99351, -1.96969], [0.06656, 1.16505, -1.03388], [-1.32466, 2.27509, -2.76559], [-5.24554, 4.29039, 0.09036], [-6.05278, 5.96323, 0.66840], [-7.02818, 4.72655, -0.48190], [-5.98321, 6.68563, -2.05046], [-4.23431, 6.27248, -1.28845], [-2.62602, 4.57879, -2.24729], [-3.40986, 3.34976, -1.02529], [-2.90810, 2.88029, -4.25973], [-3.08868, 0.24795, -3.77661], [-4.72656, 1.16127, -3.50644], [-2.18549, -0.43657, -0.49049], [-2.49877, 1.48320, -0.22323], [-0.75839, 0.10543, -2.69178], [0.64544, 1.92920, -1.33682], [-1.04317, 3.06768, -2.11398], [-0.68215, 2.36503, -3.59804], [1.39616, 0.08805, 1.59992], [0.05734, -0.90354, 2.19098], [2.94369, -0.49533, 2.22415], [1.41451, 0.04670, 0.50809], [1.24644, 1.11965, 1.92760], [-4.29868, -3.00091, -2.16828], [-5.63750, -3.99249, -1.57721], [-2.75115, -3.58428, -1.54404], [-4.28033, -3.04225, -3.26010], [-4.44840, -1.96930, -1.84060], [-1.75395, -5.92818, -4.21778], [-2.60776, -7.47009, -4.35404], [-1.76457, -5.05712, -5.75596], [-2.24551, -5.31522, -3.45832], [-0.71892, -6.11945, -3.92434], [0.80055, -3.46534, -3.05581], [1.74493, -4.90093, -3.47083], [0.69162, -2.35689, -4.42851], [-0.20712, -3.77373, -2.76662], [1.28296, -2.95137, -2.22087], [-4.24862, -1.37050, 2.06368], [-5.76535, -1.07212, 1.20604], [-3.39957, 0.14309, 2.39982], [-4.46737, -1.87331, 3.00891], [-3.61018, -2.00707, 1.44628], [3.44111, -6.81387, -6.41860], [2.58731, -8.35578, -6.55485], [3.43049, -5.94281, -7.95677], [2.94955, -6.20092, -5.65914], [4.47615, -7.00514, -6.12515], [-2.99706, 2.96279, 5.00496], [-4.05846, 3.56552, 6.28371], [-3.18331, 3.91041, 3.52437], [-1.95986, 3.03001, 5.34237], [-3.24980, 1.92073, 4.79462], [5.18965, -8.62158, -10.88020], [5.17804, -6.91581, -11.34413], [4.20308, -8.89557, -9.43921], [4.78908, -9.21712, -11.70421], [6.21789, -8.92621, -10.67062], [0.49500, 5.50358, -3.55956], [1.04857, 3.84659, -3.82971], [-0.69424, 5.57194, -2.25347], [1.35257, 6.12616, -3.29292], [0.03721, 5.87980, -4.47765], [5.28608, -0.67649, 5.31602], [5.33328, -1.41639, 3.71122], [4.65566, 0.97313, 5.23758], [4.64026, -1.27380, 5.96430], [6.29864, -0.65132, 5.72601], [4.54943, -3.32937, 0.34485], [5.71237, -4.64993, 0.17534], [2.88925, -3.93560, 0.31135], [4.72377, -2.82178, 1.29674], [4.68789, -2.62548, -0.47939], [-4.42037, 2.80981, 10.06336], [-5.75920, 1.81823, 10.65443], [-2.87285, 2.22644, 10.68760], [-4.40202, 2.76847, 8.97154], [-4.57010, 3.84142, 10.39104], [2.72261, -4.02171, -12.50088], [1.72018, -4.53951, -11.13998], [1.81037, -2.98531, -13.60475], [3.58171, -3.46511, -12.11842], [3.06740, -4.90446, -13.04482], [0.98209, -3.88982, -16.87722], [1.92647, -5.32542, -17.29224], [0.87316, -2.78138, -18.24992], [-0.02558, -4.19822, -16.58803], [1.46450, -3.37586, -16.04228], [0.87828, 3.83552, 10.64067], [0.84464, 3.47492, 8.91039], [2.44612, 3.42389, 11.34584], [0.69211, 4.90254, 10.78539], [0.09970, 3.25406, 11.14039], [5.84995, 4.46814, 13.31204], [5.70965, 6.05977, 12.55568], [7.54442, 4.02221, 13.54600], [5.35050, 4.49074, 14.28372], [5.37208, 3.72527, 12.66877], [7.92251, 7.79392, 10.03945], [7.96972, 7.05403, 8.43466], [7.29209, 9.44355, 9.96102], [7.27670, 7.19662, 10.68774], [8.93507, 7.81910, 10.44945], [-4.28297, -1.38498, 11.67149], [-5.62180, -2.37657, 12.26255], [-2.73544, -1.96836, 12.29573], [-4.26462, -1.42633, 10.57967], [-4.43270, -0.35338, 11.99917]]}



{"formula": "C5H12N2", "method": "the ωB97M-V functional and the def2-TZVPD basis", "relative_energy_kj_mol": 282.7, "lumo_ev": 1.0, "orbital_gap_ev": 9.646, "smiles": "[H]/N=C/NCCCC", "elements": ["C", "C", "C", "C", "N", "C", "N", "H", "H", "H", "H", "H", "H", "H", "H", "H", "H", "H", "H"], "positions_angstrom": [[-1.18169, 0.28929, 1.98873], [0.31759, 0.62803, 1.88776], [0.75958, 0.95931, 0.38061], [-0.27410, 0.51945, -0.78257], [0.02065, -0.92768, -0.93368], [0.26019, -1.34817, -2.25215], [1.31574, -2.01880, -2.57112], [-1.62689, -0.51741, 1.24655], [-1.72698, 1.31948, 1.81269], [-1.33530, 0.22919, 3.00968], [0.36921, 1.47764, 2.48305], [0.82584, -0.28624, 2.31920], [1.06830, 2.01942, 0.31596], [1.74377, 0.62318, 0.03929], [-0.22598, 0.96943, -1.87737], [-1.21445, 0.83889, -0.26850], [-0.14344, -1.62635, -0.22783], [-0.45623, -1.04411, -2.97991], [1.50417, -2.10455, -3.59040]]}